Below is a structure of composition C25H31CoI2N5 at a distorted geometry, with properties calculated with ωB97M-V/def2-TZVPD.

Last column: Mulliken spin population.
Element x y z (Å)
Co: 0.086 -0.731 0.068  0.923
C: -0.590 1.444 -2.008  -0.010
C: 0.836 1.340 -2.552  0.005
C: 1.920 1.324 -1.509  0.000
C: 3.116 1.995 -1.767  -0.002
C: 4.138 1.961 -0.837  0.000
C: 3.922 1.299 0.363  0.001
C: 2.703 0.684 0.554  0.009
N: 1.731 0.671 -0.361  -0.008
N: -1.163 0.185 -1.512  0.071
C: -1.303 -0.832 -2.570  0.002
C: -0.085 -1.706 -2.711  0.004
C: 0.157 -2.408 -3.887  -0.004
C: 1.298 -3.185 -3.990  0.001
C: 2.186 -3.206 -2.923  -0.002
C: 1.866 -2.490 -1.785  0.006
N: 0.742 -1.783 -1.665  -0.003
C: -2.475 0.448 -0.910  -0.010
C: -2.908 -0.674 -0.003  0.003
C: -4.251 -0.885 0.283  0.000
C: -4.604 -1.868 1.193  0.000
C: -3.596 -2.613 1.786  -0.001
C: -2.285 -2.348 1.433  0.000
N: -1.942 -1.406 0.559  -0.003
H: -1.228 1.846 -2.806  0.002
H: -0.608 2.158 -1.181  0.001
H: 1.011 2.200 -3.202  0.000
H: 0.924 0.452 -3.181  0.000
H: 3.246 2.525 -2.698  0.000
H: 5.078 2.448 -1.039  0.000
H: 4.681 1.250 1.127  0.000
H: 2.483 0.177 1.486  -0.003
H: -1.535 -0.366 -3.538  -0.001
H: -2.145 -1.485 -2.316  -0.001
H: -0.537 -2.343 -4.712  0.000
H: 1.501 -3.740 -4.892  0.000
H: 3.104 -3.764 -2.980  0.000
H: 2.553 -2.453 -0.951  -0.001
H: -3.235 0.629 -1.681  0.001
H: -2.405 1.354 -0.300  0.001
H: -5.012 -0.281 -0.189  0.000
H: -5.642 -2.045 1.433  0.000
H: -3.820 -3.379 2.510  0.000
H: -1.482 -2.902 1.893  -0.001
I: 0.124 -5.179 -0.075  0.000
C: 1.618 -4.543 1.316  0.004
I: 1.432 -2.479 1.957  0.024
H: 2.595 -4.643 0.855  0.000
H: 1.541 -5.158 2.208  0.002
C: -1.086 2.662 4.261  0.000
C: -0.269 2.795 2.969  -0.001
C: 1.210 3.073 3.280  0.000
C: -0.851 3.890 2.061  -0.001
C: -0.312 1.575 2.219  0.001
N: -0.311 0.641 1.549  -0.009
H: -1.023 3.595 4.816  0.000
H: -0.700 1.863 4.890  0.000
H: -2.134 2.464 4.045  0.000
H: 1.288 4.010 3.824  0.000
H: 1.791 3.153 2.363  0.000
H: 1.632 2.281 3.894  0.000
H: -0.797 4.845 2.575  0.000
H: -1.894 3.688 1.827  0.000
H: -0.287 3.969 1.133  0.000

Computed properties:
2S+1 ... 2
Total charge ... +2
Largest force on an atom ... 1.5 eV/Å
ΔE to the lowest compared entry with this formula, charge and spin ... 19.3 kcal per mole
Molar mass ... 714.30 g mol⁻¹